a | Here is C3H6N4O in the gas phase from the OMol25 dataset. Energies are from ωB97M-V/def2-TZVPD.

Calculated values
Net charge: 0
2S+1: 1
Orbital gap (spin up / spin down), Ha: 0.28780 / 0.28789

Positions of all 14 atoms, in Å:
O1 -2.10 0.25 -0.83
N1 2.48 -0.74 -0.60
N2 -1.75 -0.69 0.13
N3 -0.05 1.36 -0.45
N4 0.43 0.24 0.10
C1 1.97 0.34 -0.25
C2 -0.44 -0.71 0.43
C3 -1.46 1.53 -0.57
H1 2.24 1.31 -0.13
H2 -1.62 1.96 -1.59
H3 -0.05 -1.63 0.77
H4 3.42 -0.58 -1.04
H5 -2.08 2.07 0.14
H6 -2.38 -0.39 0.96

These are the Mulliken partial charges, in e, on atoms 1 to 6:
1. O -0.342
2. N -0.495
3. N -0.200
4. N -0.886
5. N 0.501
6. C -0.023


b | Here is C3H6N4O in the gas phase from the OMol25 dataset. Energies are from ωB97M-V/def2-TZVPD.

Calculated values
SMILES string: Nc1[nH]c(=O)[nH]c1N
Net charge: 0
2S+1: 1
Orbital gap, Ha: 0.29808

Positions of all 14 atoms, in Å:
O1 1.65 1.14 1.81
N1 -0.38 0.14 1.12
N2 -2.22 -0.92 0.06
N3 0.36 -0.60 -2.36
N4 1.07 0.54 -0.31
C1 0.89 0.68 1.02
C2 -0.93 -0.39 0.00
C3 0.02 -0.20 -0.96
H1 2.07 0.39 -0.84
H2 -0.90 0.26 1.94
H3 -0.59 -0.26 -2.89
H4 -2.46 -2.02 0.02
H5 0.00 -1.65 -2.07
H6 -3.07 -0.58 -0.64

These are the Mulliken partial charges, in e, on atoms 1 to 6:
1. O -0.625
2. N -0.031
3. N -0.600
4. N -0.638
5. N -0.201
6. C 0.267


c | Here is C3H6N4O in the gas phase from the OMol25 dataset. Energies are from ωB97M-V/def2-TZVPD.

Calculated values
Net charge: 0
2S+1: 1
Orbital gap (spin up / spin down), Ha: 0.25852 / 0.28634

Positions of all 14 atoms, in Å:
O1 0.76 -1.03 -1.49
N1 0.33 -2.94 -0.37
N2 0.74 0.17 -1.87
N3 -1.04 1.59 0.62
N4 -0.48 0.51 0.35
C1 -0.59 -0.80 0.56
C2 -0.25 2.73 0.39
C3 0.15 -1.60 -0.40
H1 -0.34 3.38 1.24
H2 0.82 2.34 0.18
H3 -0.96 -1.05 1.51
H4 -0.60 3.24 -0.50
H5 0.26 -3.24 0.58
H6 1.21 -3.29 -0.79

These are the Mulliken partial charges, in e, on atoms 1 to 6:
1. O -0.146
2. N -0.501
3. N -0.213
4. N -0.835
5. N 0.399
6. C -0.152


d | Here is C3H6N4O in the gas phase from the OMol25 dataset. Energies are from ωB97M-V/def2-TZVPD.

Calculated values
SMILES string: C=NN/C=N\C=N/O
Net charge: 0
2S+1: 1
Orbital gap, Ha: 0.36251

Positions of all 14 atoms, in Å:
O1 -2.45 0.05 -0.46
N1 1.49 -0.97 1.08
N2 -1.71 0.98 0.40
N3 0.13 0.82 -1.08
N4 1.87 -0.77 -0.30
C1 -0.51 1.18 0.04
C2 0.33 -1.16 1.38
C3 1.21 0.09 -1.15
H1 -0.62 -1.37 0.79
H2 2.87 -0.93 -0.35
H3 1.73 0.09 -2.17
H4 0.37 -1.27 2.50
H5 -0.05 1.83 0.74
H6 -3.36 0.15 -0.11

These are the Mulliken partial charges, in e, on atoms 1 to 6:
1. O -0.410
2. N -0.487
3. N -0.429
4. N -0.489
5. N -0.019
6. C 0.038


Sorted by energy, starting with the most stable: b, d, a, c.


a | Here is C3H6N4O in the gas phase from the OMol25 dataset. Energies are from ωB97M-V/def2-TZVPD.

Calculated values
SMILES string: [H]/N=C/NC(=O)NN=C
Net charge: 0
2S+1: 1
Orbital gap, Ha: 0.36737

Positions of all 14 atoms, in Å:
O1 0.93 2.53 -0.31
N1 -0.65 0.90 -0.39
N2 1.39 0.44 0.65
N3 -1.19 -0.29 0.20
N4 1.87 -1.15 -0.94
C1 0.52 1.44 -0.01
C2 -2.41 -0.44 0.02
C3 1.65 -0.87 0.31
H1 1.78 -1.46 1.19
H2 1.90 -2.13 -1.18
H3 -2.86 -1.42 0.18
H4 -1.32 1.47 -0.85
H5 -3.01 0.27 -0.54
H6 1.40 0.72 1.67

These are the Mulliken partial charges, in e, on atoms 1 to 6:
1. O -0.549
2. N 0.055
3. N -0.209
4. N -0.318
5. N -0.634
6. C 0.310


b | Here is C3H6N4O as an isolated structure from the OMol25 dataset. Energies are from ωB97M-V/def2-TZVPD.

Calculated values
Net charge: 0
2S+1: 1
Orbital gap, Ha: 0.35300

Positions of all 14 atoms, in Å:
O1 1.57 -1.30 -0.87
N1 -1.45 0.21 1.83
N2 0.38 -0.96 0.79
N3 1.33 1.21 -1.87
N4 -0.72 1.33 -1.01
C1 0.76 -0.53 -0.35
C2 0.37 0.63 -1.04
C3 -0.81 -0.83 1.63
H1 1.47 0.35 -2.76
H2 0.98 2.29 -2.00
H3 -2.55 0.07 2.34
H4 1.07 -1.73 1.13
H5 -1.11 -2.02 2.16
H6 -1.29 1.29 0.01

These are the Mulliken partial charges, in e, on atoms 1 to 6:
1. O -0.663
2. N -0.591
3. N -0.250
4. N -0.538
5. N -0.723
6. C 0.555


c | Here is C3H6N4O in the gas phase from the OMol25 dataset. Energies are from ωB97M-V/def2-TZVPD.

Calculated values
SMILES string: CNn1[nH]ncc1=O
Net charge: 0
2S+1: 1
Orbital gap, Ha: 0.34377

Positions of all 14 atoms, in Å:
O1 0.40 1.86 -0.24
N1 -0.87 -1.37 0.07
N2 -1.95 -0.55 0.40
N3 0.05 -0.49 -0.55
N4 1.40 -0.75 -0.42
C1 -0.30 0.83 -0.21
C2 2.13 -0.18 0.72
C3 -1.68 0.74 0.16
H1 -1.20 -1.97 -0.73
H2 1.89 -0.51 1.75
H3 3.18 -0.39 0.35
H4 2.01 0.93 0.68
H5 1.98 -0.70 -1.27
H6 -2.39 1.57 0.52

These are the Mulliken partial charges, in e, on atoms 1 to 6:
1. O -0.640
2. N -0.125
3. N -0.414
4. N 0.234
5. N -0.381
6. C 0.613


Sorted by energy, starting with the most stable: a, c, b.


a | Here is an isolated ion of composition C2H7N2S2 and charge +1 from the OMol25 dataset. Energies are from ωB97M-V/def2-TZVPD.

Calculated values
SMILES string: N/C=[NH+]\CSS
Net charge: +1
2S+1: 1
Orbital gap, Ha: 0.34745

Positions of all 13 atoms, in Å:
S1 1.49 -0.20 -1.70
S2 1.51 1.89 -1.59
N1 -0.50 0.48 0.25
N2 -0.13 -1.23 1.76
C1 -0.18 -0.39 -0.91
C2 -0.43 0.03 1.52
H1 0.99 2.40 -2.70
H2 -0.17 -1.80 0.88
H3 -0.28 -1.46 -0.83
H4 -0.28 -1.75 2.62
H5 -0.67 0.61 2.40
H6 -0.87 0.01 -1.70
H7 -0.48 1.41 0.00

These are the Mulliken partial charges, in e, on atoms 1 to 6:
1. S 0.036
2. S -0.247
3. N -0.076
4. N -0.245
5. C -0.697
6. C 0.194


b | Here is an isolated ion of composition C2H7N2S2 and charge +1 from the OMol25 dataset. Energies are from ωB97M-V/def2-TZVPD.

Calculated values
SMILES string: N[C@H]1SS[C@@H]1[NH3+]
Net charge: +1
2S+1: 1
Orbital gap, Ha: 0.31615

Positions of all 13 atoms, in Å:
S1 1.80 -0.70 0.62
S2 1.62 0.91 -0.77
N1 -0.49 1.44 0.80
N2 -0.14 -1.87 -0.97
C1 -0.01 -0.93 0.00
C2 -0.14 0.55 -0.40
H1 -0.89 0.98 -1.14
H2 -1.18 1.15 1.47
H3 0.39 1.54 1.30
H4 -0.50 -1.24 0.99
H5 -0.04 -2.77 -0.55
H6 0.39 -1.50 -1.76
H7 -0.79 2.44 0.40

These are the Mulliken partial charges, in e, on atoms 1 to 6:
1. S -0.061
2. S -0.012
3. N -0.323
4. N -0.433
5. C -0.156
6. C -0.447


Sorted by energy, starting with the most stable: a, b.


a | Here is C4H6N2 in the gas phase from the OMol25 dataset. Energies are from ωB97M-V/def2-TZVPD.

Calculated values
SMILES string: N#CC[C@H]1CN1
Net charge: 0
2S+1: 1
Orbital gap, Ha: 0.40897

Positions of all 12 atoms, in Å:
N1 1.51 0.32 0.58
N2 -2.50 -0.54 -1.43
C1 0.14 -0.10 0.54
C2 -0.89 0.90 0.04
C3 -1.83 0.15 -0.79
C4 1.10 -0.78 -0.38
H1 1.21 -0.49 -1.43
H2 -1.42 1.39 0.85
H3 -0.21 -0.71 1.38
H4 1.95 0.04 1.46
H5 -0.38 1.68 -0.55
H6 1.32 -1.85 -0.27

These are the Mulliken partial charges, in e, on atoms 1 to 6:
1. N -0.599
2. N -0.409
3. C 0.047
4. C -0.565
5. C 0.304
6. C -0.442


b | Here is C4H6N2 in the gas phase from the OMol25 dataset. Energies are from ωB97M-V/def2-TZVPD.

Calculated values
Net charge: 0
2S+1: 1
Orbital gap, Ha: 0.28497

Positions of all 12 atoms, in Å:
N1 -1.30 -0.20 -1.58
N2 0.95 -0.17 1.94
C1 0.15 -0.14 0.82
C2 -0.15 0.38 -1.53
C3 -1.15 -0.70 0.84
C4 0.51 0.59 -0.29
H1 -1.34 -1.55 0.18
H2 -1.56 -0.43 -2.55
H3 0.39 0.70 -2.43
H4 1.28 1.36 -0.21
H5 0.52 -0.32 2.84
H6 1.72 0.49 1.95

These are the Mulliken partial charges, in e, on atoms 1 to 6:
1. N -0.627
2. N -0.481
3. C 0.762
4. C 0.010
5. C -0.439
6. C -0.701


c | Here is C4H6N2 in the gas phase from the OMol25 dataset. Energies are from ωB97M-V/def2-TZVPD.

Calculated values
SMILES string: CC#C/C=N\N
Net charge: 0
2S+1: 1
Orbital gap, Ha: 0.33427

Positions of all 12 atoms, in Å:
N1 -0.49 -2.02 1.06
N2 0.75 -2.14 0.74
C1 -0.79 2.19 -0.80
C2 1.43 -1.45 -0.17
C3 -0.15 0.76 -0.72
C4 0.88 -0.04 -0.55
H1 2.33 -1.72 -0.49
H2 -0.62 -1.06 1.16
H3 -0.62 -2.58 1.95
H4 -0.33 2.88 0.15
H5 -2.01 2.36 -0.87
H6 -0.38 2.83 -1.47

These are the Mulliken partial charges, in e, on atoms 1 to 6:
1. N -0.376
2. N -0.261
3. C -0.903
4. C -0.209
5. C 0.097
6. C -0.059


Sorted by energy, starting with the most stable: a, b, c.